1.
Entry from the Open Molecules 2025 dataset: the ion C4H8NO2 with charge -1 (ωB97M-V with the def2-TZVPD basis set).

As for the LUMO energy: 3.97 eV. As for the spin multiplicity: 1. As for the charge: -1. As for the total energy: -9864.153 eV. The calculation puts the orbital gap at 7.86 eV. The molar mass comes out at 102.113 g/mol. The calculation puts the energy relative to the best compared isomer or geometry (same formula, charge and spin) at 61.1 kJ/mol. The HOMO energy comes out at -3.9 eV. The SMILES is C[C@@H](N)CC(=O)[O-].

Atoms and positions in Å:
O -1.661 -0.052 1.872
O -1.963 2.117 1.469
N 0.606 -1.277 0.695
C -0.063 -0.416 -0.313
C -0.180 1.006 0.229
C -1.339 1.036 1.337
C 0.984 -0.312 -1.463
H 0.032 -1.427 1.515
H 0.883 -2.166 0.291
H 0.647 0.524 -2.092
H -1.016 -0.894 -0.530
H -0.727 1.629 -0.486
H 0.725 1.491 0.586
H 1.137 -1.176 -2.118
H 1.935 -0.084 -0.992

***

2.
Entry from the Open Molecules 2025 dataset: the ion C4H8NO2 with charge -1 (ωB97M-V with the def2-TZVPD basis set).

As for the LUMO energy: 3.89 eV. As for the spin multiplicity: 1. As for the charge: -1. As for the total energy: -9864.246 eV. The calculation puts the orbital gap at 7.82 eV. The molar mass comes out at 102.113 g/mol. The calculation puts the energy relative to the best compared isomer or geometry (same formula, charge and spin) at 52.1 kJ/mol. The HOMO energy comes out at -3.9 eV. The SMILES is NCCCC(=O)[O-].

Atoms and positions in Å:
O 0.032 -2.111 0.256
O 1.813 -1.898 -1.122
N -2.186 2.145 0.619
C -0.763 1.791 0.689
C 0.993 0.040 0.016
C 0.946 -1.479 -0.328
C -0.325 0.752 -0.326
H -1.093 -0.019 -0.388
H 1.192 0.100 1.089
H -2.316 3.041 0.165
H -0.174 2.717 0.682
H 1.861 0.456 -0.506
H -2.690 1.458 0.073
H -0.250 1.148 -1.351
H -0.557 1.364 1.682

***

3.
Entry from the Open Molecules 2025 dataset: the ion C4H8NO2 with charge -1 (ωB97M-V with the def2-TZVPD basis set).

As for the LUMO energy: 3.73 eV. As for the spin multiplicity: 1. As for the charge: -1. As for the total energy: -9862.577 eV. The calculation puts the orbital gap at 6.36 eV. The molar mass comes out at 102.113 g/mol. The calculation puts the energy relative to the best compared isomer or geometry (same formula, charge and spin) at 213.2 kJ/mol. The HOMO energy comes out at -2.6 eV. The SMILES is CN(C=O)CC[O-].

Atoms and positions in Å:
O -1.538 -1.474 -1.552
O 1.362 0.629 2.614
N -0.242 0.184 -0.649
C 0.863 -0.156 1.662
C -0.536 1.109 -1.719
C 0.873 0.526 0.257
C -0.701 -1.074 -0.744
H -0.276 -1.773 -0.019
H -0.711 2.098 -1.301
H 0.861 1.606 0.373
H 1.820 0.298 -0.244
H 0.335 1.204 -2.374
H -1.390 0.728 -2.275
H -0.196 -0.489 1.821
H 1.444 -1.114 1.508

***

4.
Entry from the Open Molecules 2025 dataset: a structure of composition C4H8NO2 (ωB97M-V with the def2-TZVPD basis set).

As for the LUMO energy: 3.63 eV. As for the spin multiplicity: 1. As for the charge: -1. As for the total energy: -9859.345 eV. The calculation puts the orbital gap at 6.42 eV. The molar mass comes out at 102.113 g/mol. The calculation puts the energy relative to the best compared isomer or geometry (same formula, charge and spin) at 525.0 kJ/mol. The HOMO energy comes out at -2.8 eV.

Atoms and positions in Å:
O 0.273 -2.585 2.002
O -0.258 -0.297 -1.867
N -0.804 0.482 0.342
C -0.213 0.618 -0.814
C 0.220 2.022 -1.202
C -0.852 -0.867 0.853
C 0.528 -1.446 1.388
H -0.579 2.599 -1.670
H 0.682 2.434 -0.313
H 0.916 1.785 -2.024
H 0.601 -0.300 -1.131
H -1.389 -0.829 1.791
H -1.375 -1.531 0.158
H 0.987 -0.608 1.983
H 1.262 -1.476 0.504